No. 1
Density functional theory data (wB97M-V/def2-TZVPD) for an isolated molecule of C21H13Cl2FN4O3 in a non-equilibrium geometry.

Summary:
Gap between HOMO and LUMO: 0.289 hartree
Largest force on an atom: 1.5 eV Å⁻¹
Net charge: 0

Element x y z (Å)
C: -4.30155 -0.60311 2.14575
H: -4.26760 -1.69468 2.07987
O: -3.07082 -0.07943 2.59035
C: -1.96953 -0.24731 1.81109
C: -1.92991 -0.95796 0.62370
C: -0.75421 -1.04581 -0.12704
C: 0.40893 -0.44608 0.34967
C: 0.38986 0.24185 1.54602
C: -0.78141 0.34806 2.27555
O: -0.76830 1.11825 3.42154
C: -1.37418 0.70285 4.52868
N: -1.72202 1.66072 5.37481
C: -2.29957 1.31502 6.50858
N: -2.58792 0.09415 6.91072
C: -2.23005 -0.88782 6.09563
C: -1.60484 -0.64103 4.89187
F: -1.21445 -1.66762 4.10980
H: -2.44357 -1.89550 6.42274
Cl: -2.72051 2.58337 7.54951
H: 1.28039 0.71063 1.93249
H: 1.33372 -0.54012 -0.19578
C: -0.78275 -1.80442 -1.36276
C: -0.08692 -1.53192 -2.48582
C: -0.14562 -2.42055 -3.57892
N: -0.14681 -3.13521 -4.47768
C: 0.68882 -0.26342 -2.72280
O: 0.32583 0.80509 -2.28664
N: 1.79004 -0.46969 -3.49906
C: 2.73066 0.46603 -3.94100
C: 3.74044 0.01560 -4.79048
C: 4.70640 0.88463 -5.25602
C: 4.66765 2.21610 -4.87020
C: 3.66950 2.67591 -4.02622
C: 2.70237 1.80511 -3.56062
H: 1.92322 2.16083 -2.90767
H: 3.64682 3.71325 -3.73264
Cl: 5.87547 3.30763 -5.44861
H: 5.48499 0.53358 -5.91431
H: 3.76601 -1.02228 -5.09071
H: 1.93908 -1.40891 -3.84775
H: -1.42721 -2.67700 -1.36629
H: -2.82287 -1.42868 0.24391
H: -5.03067 -0.30875 2.89862
H: -4.58690 -0.18137 1.17814



No. 2
Density functional theory data (wB97M-V/def2-TZVPD) for an isolated molecule of C6H13N in a non-equilibrium geometry.

Summary:
Energy above the lowest of the compared OMol25 structures with the same formula, charge and spin: 2.6585 eV
Gap between HOMO and LUMO: 0.328 hartree
Largest force on an atom: 3.9 eV Å⁻¹
Net charge: 0

Element x y z (Å)
C: 0.63706 -2.15954 -1.77452
C: -0.87261 -1.63882 -1.43102
C: -0.81177 -0.08554 -0.83155
N: -0.49857 2.43635 0.76422
C: 0.20757 1.24966 1.10730
C: 0.07525 0.06824 0.47317
C: 1.14938 1.34397 2.46707
H: 1.02716 -1.35241 -2.43355
H: 1.43283 -2.25045 -1.00447
H: 0.81087 -3.15898 -2.37688
H: -1.50312 -1.54324 -2.40771
H: -1.32604 -2.30405 -0.74717
H: -1.80533 0.39698 -0.48842
H: -0.52676 0.55129 -1.70544
H: -0.95285 2.21713 -0.16093
H: -1.11320 2.90968 1.39172
H: -0.13864 -0.87197 0.94536
H: 0.72525 1.96156 3.18676
H: 2.07819 1.88644 2.18122
H: 1.40533 0.34371 2.84484



No. 3
Density functional theory data (wB97M-V/def2-TZVPD) for C24H60F4KN2O20S4 as an isolated structure in a non-equilibrium geometry.

Summary:
Energy above the lowest of the compared OMol25 structures with the same formula, charge and spin: 0.0000 eV
Gap between HOMO and LUMO: 0.331 hartree
Largest force on an atom: 4.1 eV Å⁻¹
Net charge: -1

Element x y z (Å)
K: 2.95489 2.85629 -0.12775
N: 7.47849 2.55689 -0.90959
S: 6.43433 2.52412 -2.12413
O: 6.31688 3.75745 -2.83029
O: 5.23602 1.79815 -1.82582
F: 7.25142 1.59806 -3.10601
S: 6.90834 3.71510 0.03727
O: 5.51696 3.66769 0.38900
O: 7.48019 4.98882 -0.21483
F: 7.59830 3.21256 1.38120
N: 1.45737 0.97488 -1.36923
S: 0.30062 0.18660 -0.53580
O: 0.75122 -0.60228 0.55892
O: -0.88713 -0.17811 -1.20745
F: -0.09424 1.52037 0.30149
S: 2.01613 -0.15980 -2.35171
O: 1.22287 -0.39713 -3.48856
O: 2.76089 -1.21591 -1.76834
F: 3.13675 0.77573 -2.98204
C: -4.67744 -3.95661 0.18084
O: -3.68783 -2.98901 0.44997
C: -3.16857 -3.09966 1.76514
C: -1.85264 -2.32871 1.76671
O: -1.37799 -2.09929 3.06889
C: -1.87447 -0.92008 3.64773
H: -5.39689 -4.00518 1.00650
H: -4.21327 -4.94857 0.08561
H: -5.16169 -3.70270 -0.75802
H: -2.92394 -4.15973 1.90885
H: -3.86316 -2.72005 2.52217
H: -1.94752 -1.40644 1.18171
H: -1.14240 -2.94921 1.21571
H: -1.90620 -0.10572 2.90932
H: -1.23272 -0.60137 4.46656
H: -2.90594 -1.03197 4.01081
C: 0.40560 -5.43741 -0.75771
O: 0.68341 -4.84604 0.47551
C: 1.62380 -3.80020 0.34443
C: 2.08932 -3.27074 1.67328
O: 2.86425 -4.23520 2.34063
C: 3.57078 -3.68375 3.42706
H: 1.17037 -6.15194 -1.09306
H: 0.34037 -4.69961 -1.57503
H: -0.58109 -5.90416 -0.73555
H: 1.23956 -3.00777 -0.30225
H: 2.54642 -4.18606 -0.12152
H: 1.23255 -2.93866 2.28128
H: 2.68406 -2.37355 1.44620
H: 2.90294 -3.40756 4.24996
H: 4.16567 -2.81406 3.12057
H: 4.27740 -4.44971 3.74873
C: -0.24894 6.39684 -4.96857
O: -0.61892 5.07499 -4.66841
C: -1.45121 4.46005 -5.59695
C: -2.22825 3.32757 -5.00556
O: -1.39034 2.38802 -4.41368
C: -2.03645 1.23254 -3.96366
H: 0.57590 6.47204 -5.68269
H: -0.02367 6.86750 -4.01250
H: -1.08197 6.99427 -5.37368
H: -0.83080 4.12179 -6.43920
H: -2.21121 5.14937 -6.00158
H: -2.84535 2.85372 -5.78840
H: -2.96090 3.70036 -4.26752
H: -2.68385 0.81696 -4.75466
H: -2.68667 1.41335 -3.09839
H: -1.26250 0.50854 -3.72489
C: -2.33747 -5.57709 -5.89703
O: -2.23756 -4.49207 -5.01110
C: -1.01791 -3.81967 -5.14582
C: -0.94377 -2.51843 -4.37657
O: -0.66873 -2.62879 -3.00572
C: -1.79560 -3.07176 -2.25239
H: -3.17733 -6.20579 -5.59928
H: -1.42805 -6.18637 -5.89805
H: -2.55442 -5.23245 -6.91746
H: -0.78353 -3.58805 -6.20232
H: -0.12257 -4.41324 -4.88250
H: -1.89072 -1.97175 -4.52886
H: -0.14599 -1.90318 -4.79256
H: -2.48040 -2.22131 -2.14551
H: -1.48303 -3.28951 -1.23295
H: -2.25352 -3.93515 -2.72749
C: -0.98535 3.43123 2.35507
O: -2.12440 3.66303 3.14481
C: -2.85573 4.79133 2.73878
C: -4.10881 4.87206 3.56204
O: -4.82941 3.66188 3.42194
C: -5.79591 3.43563 4.39599
H: -0.45603 4.36662 2.07468
H: -1.25995 3.08020 1.35730
H: -0.28805 2.82731 2.92480
H: -3.05414 4.72321 1.65982
H: -2.22937 5.68409 2.88939
H: -4.74972 5.69210 3.20363
H: -3.90407 5.02484 4.62855
H: -6.01260 2.36919 4.37909
H: -6.72994 3.98263 4.18036
H: -5.49106 3.76265 5.39931
C: 2.84662 -0.58149 6.39584
O: 3.11036 -0.45532 5.01287
C: 1.95522 -0.13638 4.25818
C: 2.31073 0.66975 3.03759
O: 2.79258 1.99000 3.29547
C: 4.17304 2.11901 3.56008
H: 2.86780 0.41417 6.84915
H: 3.67185 -1.14975 6.83128
H: 1.93790 -1.14641 6.61360
H: 1.24304 0.41453 4.88329
H: 1.45330 -1.03473 3.86438
H: 1.39224 0.84508 2.47405
H: 3.01076 0.13901 2.38113
H: 4.53794 1.38242 4.27929
H: 4.37750 3.13285 3.89556
H: 4.77635 1.95728 2.65133



No. 4
Density functional theory data (wB97M-V/def2-TZVPD) for C18H22ClN6OPPd as an isolated structure.

Summary:
Energy above the lowest of the compared OMol25 structures with the same formula, charge and spin: 0.6515 eV
Gap between HOMO and LUMO: 0.194 hartree
Largest force on an atom: 1.0 eV Å⁻¹
Net charge: +2

Element x y z (Å)
Pd: 0.06436 -0.56777 1.21553
O: -0.70952 0.87302 4.84046
C: -0.77592 0.43771 3.72926
N: 0.32899 0.00137 2.98678
C: 1.63883 -0.06315 3.60002
C: 2.58991 -0.49726 2.54274
C: 3.95292 -0.63708 2.74634
C: 4.75203 -1.09121 1.71655
C: 4.17250 -1.42003 0.49376
C: 2.81986 -1.25603 0.33956
N: 2.04743 -0.78275 1.33809
C: -2.03671 0.23657 2.95330
C: -3.28290 0.45897 3.48783
C: -4.39887 0.15225 2.71727
C: -4.22067 -0.36696 1.44439
C: -2.93619 -0.55252 0.96443
N: -1.87116 -0.24437 1.70899
H: 1.62239 -0.79496 4.41581
H: 1.92801 0.88897 4.05327
H: 4.36935 -0.39421 3.71488
H: 5.81835 -1.20114 1.86293
H: 4.76297 -1.80831 -0.32385
H: 2.31610 -1.52957 -0.57389
H: -3.35159 0.85303 4.49336
H: -5.39453 0.30268 3.11261
H: -5.06310 -0.63992 0.82454
H: -2.74944 -0.97162 -0.01427
C: -0.14665 2.12415 -3.37378
N: -1.40335 1.52763 -2.92114
C: -1.64904 0.29620 -3.68880
N: -0.54791 -0.64926 -3.56011
C: 0.70424 -0.02751 -3.97221
N: 0.98134 1.20471 -3.21986
C: 1.35174 1.00994 -1.84572
P: -0.11633 0.18559 -1.00122
C: -1.48572 1.38821 -1.49653
C: -0.46224 -1.18382 -2.21546
H: 0.04674 3.04793 -2.82868
H: -0.24850 2.35595 -4.43227
H: -1.75222 0.57062 -4.73718
H: -2.57985 -0.16407 -3.35660
H: 0.63411 0.23160 -5.02729
H: 1.52886 -0.72885 -3.84189
H: 1.53353 1.97112 -1.36276
H: 2.24890 0.40470 -1.74305
H: -1.31410 2.34557 -1.00367
H: -2.45351 1.00328 -1.17808
H: -1.39803 -1.66703 -1.93252
H: 0.32224 -1.93410 -2.14049
Cl: -0.18763 -2.69825 0.48863



No. 5
Density functional theory data (wB97M-V/def2-TZVPD) for C17H23N5O4RhS2 as an isolated structure.

Summary:
<S²>: 6.026
Gap between HOMO and LUMO (spin up / spin down): 0.335 / 0.235 hartree
Multiplicity: 5
Largest force on an atom: 0.3 eV Å⁻¹
Net charge: +3

Element x y z (Å)
Rh: -0.55168 1.24244 1.81183
N: -2.16747 2.60192 3.14028
N: -2.11155 2.22489 4.49655
C: -1.38272 1.15406 4.86332
N: -1.46345 0.65988 6.07573
N: -0.59160 0.69141 3.87511
N: -0.16976 -0.59880 3.82286
O: 0.12132 -0.89314 2.64272
O: -0.08849 -1.32598 4.76451
H: -1.86716 3.57067 3.04959
H: -3.12789 2.52711 2.81190
H: -2.62641 2.76679 5.17764
H: -2.12729 1.01048 6.75194
H: -0.86168 -0.10498 6.35042
O: 1.74723 -0.32111 -0.44049
S: 2.97807 -0.37023 -1.23879
C: 3.07553 0.96324 -2.45651
C: 1.85845 1.13336 -3.37261
C: 0.69444 1.95044 -2.78496
C: -0.45173 1.11046 -2.20762
S: -1.40770 2.14569 -1.08273
O: -0.42354 2.38555 0.10207
C: -2.57712 1.02101 -0.36369
C: -2.14754 -0.16037 0.26413
C: -3.06751 -0.89939 1.00072
C: -4.39194 -0.47770 1.08857
C: -4.80594 0.67822 0.44113
C: -3.89213 1.44835 -0.27618
C: 3.26026 -1.88848 -1.98908
C: 2.54186 -3.00032 -1.50978
C: 2.82553 -4.23629 -2.04067
C: 3.83542 -4.37148 -3.00046
C: 4.57213 -3.26841 -3.43780
C: 4.31018 -2.01994 -2.92315
H: 3.99018 0.73657 -3.00569
H: 3.27302 1.84822 -1.84769
H: 1.53269 0.16919 -3.76968
H: 2.25595 1.68386 -4.22790
H: 0.29122 2.58767 -3.57120
H: 1.08230 2.62250 -2.01596
H: -0.09960 0.25148 -1.63973
H: -1.14928 0.77394 -2.97780
H: -1.15906 -0.57377 0.08385
H: -2.76020 -1.82689 1.46675
H: -5.10837 -1.07085 1.64144
H: -5.84197 0.98680 0.48972
H: -4.20643 2.36311 -0.76397
H: 1.78469 -2.87468 -0.74763
H: 2.27694 -5.10723 -1.71002
H: 4.06029 -5.35155 -3.40096
H: 5.35697 -3.39488 -4.17057
H: 4.90256 -1.17283 -3.23949



No. 6
Density functional theory data (wB97M-V/def2-TZVPD) for an isolated molecule of C3H5N3O.

Summary:
Energy above the lowest of the compared OMol25 structures with the same formula, charge and spin: 5.2537 eV
Gap between HOMO and LUMO (spin up / spin down): 0.275 / 0.305 hartree
Largest force on an atom: 0.6 eV Å⁻¹
Net charge: 0

Element x y z (Å)
O: -2.67273 0.90306 -0.19685
C: -1.74656 -0.09248 0.11712
C: -0.33122 0.20145 -0.31555
N: 0.24428 1.15880 -0.84640
N: 2.54105 0.50553 -0.35558
C: 1.92433 -0.58056 -0.07305
N: 0.61860 -0.81706 -0.28588
H: -2.76133 0.94688 -1.15728
H: -1.99132 -1.07822 -0.30326
H: -1.72585 -0.19645 1.20675
H: 3.50202 0.49797 -0.01359
H: 2.41475 -1.46693 0.34816



No. 7
Density functional theory data (wB97M-V/def2-TZVPD) for a 2-piece molecular cluster, C24H35N4 overall in a non-equilibrium geometry.

Summary:
Energy above the lowest of the compared OMol25 structures with the same formula, charge and spin: 1.2411 eV
Gap between HOMO and LUMO: 0.170 hartree
Largest force on an atom: 2.2 eV Å⁻¹
Net charge: +1

Element x y z (Å)
C: 1.67485 -1.88512 -7.06948
C: 0.24635 -2.42078 -7.22045
C: -0.35749 -2.45677 -5.80819
N: 0.55312 -1.69937 -4.97356
C: 0.30522 -1.45911 -3.65158
C: -0.52829 -2.32243 -2.88589
C: -0.68760 -2.12454 -1.53105
C: -0.16233 -0.96368 -0.88835
C: -0.40555 -0.71986 0.49149
C: -0.68073 0.57666 0.99920
C: -1.33631 1.58296 0.21874
C: -1.65873 2.81461 0.75489
C: -1.19341 3.17717 2.05099
N: -1.38159 4.44602 2.54178
C: -0.37934 5.14219 3.32743
C: -0.93978 6.56111 3.54005
C: -2.41337 6.51801 3.11859
C: -2.63716 5.16425 2.42049
C: -0.50314 2.19992 2.81943
C: -0.34180 0.91243 2.34358
C: 0.58809 -0.04652 -1.69268
C: 0.88584 -0.33082 -3.00936
C: 1.76153 -1.27026 -5.65806
H: 2.40236 -2.69949 -7.15023
H: 1.91961 -1.13977 -7.83050
H: -0.34010 -1.74796 -7.85092
H: 0.22452 -3.41334 -7.67097
H: -1.37113 -2.02077 -5.79397
H: -0.44395 -3.49338 -5.44420
H: -0.99502 -3.18279 -3.36677
H: -1.26823 -2.82370 -0.92661
H: -0.50725 -1.56889 1.17267
H: -1.61688 1.35548 -0.80786
H: -2.21639 3.54887 0.17345
H: -0.20710 4.63719 4.29300
H: 0.59152 5.17309 2.80323
H: -0.81545 6.86757 4.58022
H: -0.38457 7.26229 2.90951
H: -3.06773 6.58958 3.99125
H: -2.66148 7.33608 2.43846
H: -2.91698 5.29477 1.36468
H: -3.45947 4.61368 2.90825
H: -0.15148 2.47088 3.81329
H: 0.09305 0.14130 2.97861
H: 0.95216 0.87508 -1.23417
H: 1.54091 0.32627 -3.58363
H: 2.66820 -1.61578 -5.13176
H: 1.81496 -0.17132 -5.71312
C: 2.44588 -2.60837 1.97177
N: 1.24908 -3.36468 2.26894
N: 0.98134 -3.49585 3.63138
C: -0.33584 -4.07170 3.83017
C: 2.01369 -4.22967 4.34520
H: 3.01326 -3.16110 1.21816
H: 2.19283 -1.61736 1.57928
H: 3.05011 -2.50202 2.87331
H: 0.41637 -3.06291 1.77960
H: -0.50849 -4.12229 4.91080
H: -1.08642 -3.42370 3.36208
H: -0.42620 -5.08784 3.40711
H: 1.79182 -4.12513 5.41297
H: 2.00360 -5.30905 4.11085
H: 3.00652 -3.82933 4.13845